(1)
C33H26AuNP2S2 | ωB97M-V/def2-TZVPD

Each line ends with the natural charge from an NBO analysis.
Geometry (Å):
Au1 2.31836 1.84751 -0.83350  1.1174
S1 0.82708 0.69512 -3.39559  -0.5432
P1 -0.38533 0.50622 -1.88161  1.3735
C1 0.33907 1.34233 -0.50227  -1.4659
P2 0.27114 1.37754 1.24922  1.4395
S2 1.98579 2.40042 1.62090  -0.3735
C2 -1.21180 2.19063 1.86844  -0.4348
C3 -1.17464 3.53834 2.20404  -0.1697
C4 -2.35381 4.20811 2.50919  -0.2094
C5 -3.56482 3.53296 2.47337  -0.2072
C6 -3.60429 2.18681 2.13439  -0.1543
C7 -2.43334 1.51719 1.82716  -0.2016
C8 0.32945 -0.25951 2.01000  -0.4564
C9 1.27755 -1.16087 1.53590  -0.1116
C10 1.41792 -2.40102 2.13608  -0.2242
C11 0.62503 -2.74289 3.22300  -0.1749
C12 -0.30770 -1.83946 3.71287  -0.2188
C13 -0.45554 -0.59871 3.11022  -0.1814
C14 -2.04160 1.19461 -2.13729  -0.3319
C15 -2.39104 2.43552 -1.62141  -0.2071
C16 -3.63451 2.98352 -1.90198  -0.2041
C17 -4.53117 2.29559 -2.70388  -0.1958
C18 -4.18080 1.06083 -3.24077  -0.2186
C19 -2.93679 0.51751 -2.96650  -0.1968
C20 -0.60804 -1.23503 -1.40727  -0.3185
C21 -1.77810 -1.72100 -0.83473  -0.2291
C22 -1.86779 -3.05602 -0.46538  -0.2165
C23 -0.79345 -3.91042 -0.67482  -0.1872
C24 0.37159 -3.43322 -1.25666  -0.2161
C25 0.46157 -2.09916 -1.62151  -0.2194
H1 -0.22525 4.05954 2.22287  0.2338
H2 -2.32236 5.25855 2.77366  0.2207
H3 -4.48382 4.05758 2.70772  0.2184
H4 -4.55180 1.66079 2.09744  0.2131
H5 -2.47019 0.47548 1.54583  0.2256
H6 1.91074 -0.90233 0.69317  0.2271
H7 2.14487 -3.10698 1.74618  0.2241
H8 0.73746 -3.71438 3.69047  0.2175
H9 -0.92100 -2.09618 4.56866  0.2169
H10 -1.17158 0.10427 3.51588  0.2229
H11 -1.69366 2.98285 -1.00218  0.2406
H12 -3.89839 3.95105 -1.49128  0.2154
H13 -5.50252 2.72358 -2.92305  0.2147
H14 -4.87385 0.52626 -3.87977  0.2173
H15 -2.65484 -0.43763 -3.39858  0.2235
H16 -2.62499 -1.06207 -0.67938  0.2169
H17 -2.78418 -3.42949 -0.02279  0.2142
H18 -0.86908 -4.95480 -0.39297  0.2167
H19 1.21412 -4.09541 -1.43039  0.2339
H20 1.36096 -1.72215 -2.09445  0.2330
C26 4.41012 1.89811 -1.00852  -0.8149
C27 4.45205 0.42276 -0.94049  -0.0194
C28 4.20247 -0.36665 -2.07754  -0.2358
C29 3.97647 -1.72390 -1.96755  -0.1634
C30 4.02431 -2.33891 -0.71302  -0.1672
C31 4.34921 -1.58136 0.42231  -0.1752
C32 4.55765 -0.22718 0.30458  -0.2304
C33 3.69282 -3.71855 -0.56948  0.2803
N1 3.38864 -4.82072 -0.41549  -0.3377
H21 4.71469 2.32085 -1.96742  0.2218
H22 4.90793 2.38358 -0.17057  0.2165
H23 4.12082 0.10945 -3.04823  0.2312
H24 3.73530 -2.30866 -2.84679  0.2301
H25 4.41294 -2.06263 1.39118  0.2297
H26 4.76400 0.36183 1.19039  0.2256

Results
**Kohn-Sham gap (alpha / beta)**: 5.1249 / 5.0798 eV
**DFT total energy**: -80072.3846 eV
**Energy relative to the best compared isomer or geometry (same formula, charge and spin)**: 1.736 eV

***

(2)
C33H26CaNO3S4 | ωB97M-V/def2-TZVPD

Each line ends with the natural charge from an NBO analysis.
Geometry (Å):
Ca1 0.19265 0.49102 -0.00466  1.6921
S1 -1.83290 -0.25201 -1.71540  -0.5340
C1 -3.09683 0.93652 -1.48405  -0.1626
C2 -4.07309 1.07955 -2.49581  -0.2316
C3 -5.12929 1.96296 -2.40192  -0.2019
C4 -5.27854 2.77653 -1.28068  -0.2728
C5 -4.34155 2.67221 -0.27137  -0.2301
C6 -3.27239 1.76915 -0.35422  -0.1580
S2 -2.16083 1.76326 1.04004  0.1974
C7 -2.90559 0.45064 2.05870  -0.5560
C8 -2.69361 -0.94002 1.52005  0.2221
C9 -3.73103 -1.68942 0.98852  -0.2508
C10 -3.44169 -2.95334 0.50770  -0.1416
C11 -2.14762 -3.43724 0.60218  -0.2579
C12 -1.17143 -2.62659 1.16713  0.2275
C13 0.25684 -3.08497 1.32611  -0.5633
S3 1.28814 -2.47987 -0.05942  0.2023
C14 2.84296 -2.10621 0.72745  -0.2952
C15 3.96041 -2.77917 0.20621  -0.2020
C16 5.23644 -2.52524 0.67494  -0.2733
C17 5.39024 -1.59677 1.70417  -0.2199
C18 4.29651 -0.93022 2.22250  -0.1830
C19 2.97975 -1.12652 1.74733  -0.1720
S4 1.65893 -0.19447 2.41341  -0.5033
N1 -1.44260 -1.39528 1.59858  -0.4716
H1 -3.96072 0.45898 -3.37616  0.2159
H2 -5.84268 2.02782 -3.21646  0.2004
H3 -6.09799 3.48010 -1.20335  0.2025
H4 -4.41681 3.30088 0.60862  0.2101
H5 -3.96260 0.67935 2.18031  0.2199
H6 -2.40400 0.53582 3.02292  0.2445
H7 -4.72857 -1.27316 0.92161  0.2188
H8 -4.21885 -3.55653 0.05422  0.2104
H9 -1.88981 -4.42568 0.24113  0.2130
H10 0.31993 -4.17024 1.36189  0.2117
H11 0.66785 -2.63740 2.22936  0.2776
H12 3.80325 -3.51135 -0.57801  0.2148
H13 6.09053 -3.04152 0.25220  0.2055
H14 6.37983 -1.38095 2.09461  0.2030
H15 4.42835 -0.19098 3.00332  0.2138
O1 2.19128 0.43167 -0.80294  -0.8040
C20 2.74882 1.60467 -1.44714  0.0696
C21 1.56863 2.62177 -1.60981  0.7839
O2 1.76625 3.56590 -2.35206  -0.6610
O3 0.53240 2.33974 -0.90261  -0.8799
C22 3.29598 1.23343 -2.81508  0.0549
C23 2.90866 0.05696 -3.44341  -0.2418
C24 3.38269 -0.25584 -4.71451  -0.2013
C25 4.24427 0.60889 -5.37036  -0.2300
C26 4.62506 1.79445 -4.74858  -0.2197
C27 4.15321 2.10368 -3.48229  -0.1992
C28 3.80619 2.16324 -0.50170  -0.0549
C29 5.07231 1.58541 -0.47588  -0.2099
C30 6.01951 1.99215 0.45455  -0.2144
C31 5.70576 2.98556 1.37229  -0.2167
C32 4.44244 3.56391 1.35302  -0.2245
C33 3.49840 3.15453 0.42325  -0.1222
H16 2.90743 -0.17216 -0.55626  0.5189
H17 2.22227 -0.61444 -2.94789  0.2276
H18 3.06749 -1.17610 -5.19061  0.2053
H19 4.61306 0.36730 -6.36054  0.2022
H20 5.28847 2.48503 -5.25593  0.2041
H21 4.43488 3.03552 -3.00695  0.2288
H22 5.32175 0.80485 -1.18937  0.2202
H23 6.99780 1.52499 0.46584  0.2059
H24 6.43984 3.30506 2.10225  0.2036
H25 4.18560 4.33216 2.07092  0.2078
H26 2.51370 3.60499 0.42275  0.2240

Results
**Kohn-Sham gap**: 7.0330 eV
**DFT total energy**: -104062.9861 eV
**Charge**: -1